{
  "formula": "C5H15N2O",
  "method": "the ωB97M-V functional and the def2-TZVPD basis",
  "elements": ["C", "C", "C", "C", "C", "N", "N", "H", "H", "H", "H", "H", "H", "H", "H", "H", "H", "H", "H", "H", "H", "H", "O"],
  "xyz": [[1.37055, 1.55096, 1.38337], [0.51038, 0.49289, 0.78783], [-0.73392, 0.92469, -0.01431], [-1.39782, -0.16272, -0.78563], [-2.42443, 0.05064, -1.59863], [-0.82158, -1.48605, -0.61325], [0.01200, -0.57841, 1.77167], [2.38330, 1.34276, 1.76417], [1.42879, 2.29517, 0.58967], [1.10994, 2.05032, 2.32908], [1.10532, -0.11231, 0.09140], [-0.52093, 1.79100, -0.64334], [-1.45604, 1.51524, 0.58396], [-2.70503, 1.04649, -1.92804], [-2.92031, -0.69560, -2.21392], [-0.01885, -1.55657, -1.23526], [-1.47566, -2.18433, -0.95100], [0.61452, -0.68740, 2.58329], [-0.01908, -1.43101, 1.17147], [-0.96716, -0.59207, 2.06547], [2.64524, -1.81662, -1.58899], [2.24590, -0.65437, -2.19415], [2.03488, -1.10273, -1.35487]],
  "mulliken_charge": [-1.5531, 0.9036, -1.2845, 0.7833, -1.1581, -0.4994, -0.3100, 0.4085, 0.3324, 0.3956, -0.1449, 0.5094, 0.4592, 0.2916, 0.2852, 0.2137, 0.2956, 0.3515, 0.4172, 0.3402, 0.2857, 0.3047, -0.6274],
  "charge": 1,
  "homo_lumo_gap_ev": 9.728,
  "homo_ev": -12.6
}

{
  "formula": "C3H7N3OS",
  "method": "the ωB97M-V functional and the def2-TZVPD basis",
  "elements": ["C", "N", "C", "C", "N", "O", "N", "S", "H", "H", "H", "H", "H", "H", "H"],
  "xyz": [[-2.28620, -1.02879, 0.02879], [-0.95219, -1.18524, -0.52238], [-0.31544, -0.21466, -0.31137], [1.30197, -0.54719, -0.32787], [2.19587, 0.24819, 0.13516], [3.42857, -0.31669, -0.03521], [-0.68978, 0.93940, 0.47839], [-0.31953, 2.35087, -0.34678], [-3.17486, -1.60859, -0.38116], [-2.50268, 0.10692, -0.20398], [-2.10818, -1.21935, 1.11920], [1.76436, -1.35726, -0.79632], [3.99203, 0.49115, 0.07742], [-1.57563, 0.82401, 1.10931], [1.24168, 2.51722, -0.02321]],
  "mulliken_charge": [-0.8893, -0.3833, 0.4716, -0.2385, -0.2728, -0.4032, -0.3566, -0.2389, 0.2457, 0.2711, 0.3237, 0.5511, 0.3617, 0.3877, 0.1699],
  "homo_lumo_gap_ev": 9.714,
  "smiles": "C/N=C(/C=N/O)NS",
  "homo_ev": -9.0
}

{
  "formula": "C17H41MnN2OP2",
  "method": "the ωB97M-V functional and the def2-TZVPD basis",
  "elements": ["Mn", "P", "P", "N", "C", "H", "H", "C", "H", "H", "C", "H", "H", "C", "H", "H", "C", "C", "H", "H", "H", "C", "C", "H", "H", "H", "C", "C", "H", "H", "H", "C", "C", "H", "H", "H", "C", "C", "H", "H", "H", "C", "H", "H", "H", "C", "H", "H", "H", "C", "H", "H", "H", "H", "H", "H", "H", "O", "H", "H", "N", "H", "H", "H"],
  "xyz": [[-0.14923, -0.03767, 0.00595], [-0.27678, 0.48236, 2.22579], [-0.17184, -0.45729, -2.24172], [-1.81894, -0.89940, 0.14832], [-1.90770, -0.30494, 2.54112], [-1.95591, -0.74521, 3.55423], [-2.65285, 0.49939, 2.49286], [-2.26905, -1.33252, 1.44515], [-1.90438, -2.34999, 1.72073], [-3.36431, -1.45780, 1.33890], [-2.21538, -1.81956, -0.88601], [-3.31553, -1.89962, -0.78787], [-1.84923, -2.85875, -0.71078], [-1.79434, -1.31844, -2.28584], [-2.53389, -0.57135, -2.60124], [-1.80325, -2.13204, -3.03429], [1.02936, -1.72436, -2.96799], [2.48893, -1.29089, -2.81465], [3.12049, -2.17338, -2.98939], [2.71778, -0.90725, -1.80924], [2.76282, -0.52644, -3.55328], [-0.33375, 0.95940, -3.40495], [1.00792, 1.63319, -3.71363], [0.79384, 2.57261, -4.24597], [1.63518, 1.01706, -4.37283], [1.57382, 1.89018, -2.80820], [-0.47753, 2.24593, 2.69948], [0.85604, 3.00027, 2.77000], [0.62856, 4.07347, 2.86507], [1.46509, 2.87257, 1.86505], [1.44608, 2.70975, 3.65049], [0.88099, -0.37142, 3.44971], [2.34910, -0.02157, 3.19643], [2.96440, -0.75185, 3.74047], [2.59584, 0.97923, 3.57401], [2.62452, -0.07500, 2.13235], [1.29870, 1.02631, -0.19055], [-1.10802, 0.64811, -4.68981], [-0.53433, 0.00596, -5.36989], [-2.08310, 0.18888, -4.49570], [-1.28416, 1.60753, -5.19824], [-1.31023, 2.47595, 3.96597], [-1.49977, 3.55771, 4.03490], [-2.28036, 1.96867, 3.93129], [-0.77301, 2.16877, 4.87209], [0.47812, -0.13858, 4.91209], [1.03354, -0.87117, 5.52207], [0.76721, 0.86750, 5.25819], [-0.59604, -0.30166, 5.09946], [0.69538, -2.10757, -4.41652], [1.00920, -1.32517, -5.12731], [1.27051, -3.01915, -4.65338], [-0.37059, -2.34293, -4.57036], [0.84604, -2.60580, -2.32252], [0.71762, -1.43985, 3.20661], [-0.93271, 1.65092, -2.78543], [-1.04178, 2.62261, 1.82781], [2.21452, 1.78321, -0.33013], [-2.07322, 1.44158, -0.22327], [-1.36712, 1.77585, -0.34669], [1.04044, -1.88374, 0.41871], [2.05289, -1.73536, 0.41034], [0.85986, -2.63154, -0.26331], [0.82351, -2.29573, 1.33532]],
  "lowdin_spin": [3.8157, 0.0371, 0.0384, 0.0879, 0.0103, 0.0006, 0.0006, 0.0167, 0.0050, -0.0005, 0.0164, -0.0005, 0.0049, 0.0098, 0.0005, 0.0006, 0.0150, 0.0052, 0.0001, 0.0040, 0.0001, 0.0027, 0.0003, 0.0001, 0.0000, -0.0002, 0.0024, 0.0003, 0.0001, -0.0002, 0.0000, 0.0141, 0.0051, 0.0001, 0.0001, 0.0039, 0.3806, -0.0005, 0.0001, 0.0000, 0.0000, -0.0006, 0.0000, 0.0000, 0.0001, 0.0028, 0.0009, 0.0000, 0.0003, 0.0030, 0.0000, 0.0010, 0.0003, 0.0009, 0.0009, 0.0010, 0.0008, 0.3106, 0.0539, 0.0426, 0.0866, 0.0064, 0.0056, 0.0056],
  "charge": 1,
  "homo_lumo_gap_ev": [5.597, 7.565],
  "multiplicity": 6,
  "homo_ev": [-8.2, -11.2],
  "s_squared": 8.80
}

{
  "formula": "C24H37Br2GeN3O2PtSi3",
  "method": "the ωB97M-V functional and the def2-TZVPD basis",
  "elements": ["Pt", "Br", "C", "C", "C", "Br", "C", "C", "C", "C", "N", "C", "C", "O", "H", "H", "H", "H", "C", "Si", "C", "C", "Ge", "Si", "C", "C", "C", "Si", "C", "C", "C", "H", "H", "H", "H", "H", "H", "H", "H", "H", "H", "H", "H", "H", "H", "H", "H", "H", "H", "H", "H", "H", "H", "H", "H", "H", "H", "H", "N", "C", "O", "C", "C", "C", "C", "N", "C", "H", "H", "H", "H", "H", "H"],
  "xyz": [[-0.30925, 0.05945, 0.79829], [-5.39108, -0.22548, 0.08368], [-4.04637, -1.38342, -0.52975], [-4.40711, -2.52617, -1.26893], [-3.46067, -3.38856, -1.74139], [-3.99603, -4.89889, -2.73665], [-2.08586, -3.14960, -1.48755], [-1.02589, -3.97272, -1.92307], [0.26873, -3.64475, -1.62148], [0.52253, -2.49192, -0.86712], [-0.44571, -1.70990, -0.44086], [-1.74612, -2.00191, -0.74154], [-2.72933, -1.08537, -0.25744], [-2.36088, -0.00692, 0.40495], [-5.45494, -2.71025, -1.46097], [-1.25002, -4.86182, -2.49638], [1.09541, -4.25757, -1.94971], [1.53256, -2.20340, -0.60433], [-1.17896, 2.99024, -2.10858], [0.11741, 3.74097, -0.98706], [1.76935, 3.77416, -1.87153], [-0.32573, 5.48249, -0.45567], [0.41985, 2.37991, 0.97742], [-1.66722, 2.67349, 2.29986], [-3.00559, 3.12902, 1.09040], [-2.35398, 1.38545, 3.47068], [-1.05915, 4.14556, 3.30386], [2.63141, 2.73672, 1.85745], [2.92698, 1.96493, 3.53879], [3.84981, 1.99389, 0.64603], [2.84432, 4.59448, 1.96781], [-1.07315, 3.41308, -3.11097], [-2.19322, 3.19028, -1.76632], [-1.06351, 1.90740, -2.19050], [1.64355, 4.27712, -2.83409], [2.15724, 2.77308, -2.06902], [2.52244, 4.32746, -1.30763], [-0.34011, 6.13439, -1.33328], [0.40816, 5.88864, 0.24228], [-1.30992, 5.54368, 0.01259], [-3.21332, 2.29854, 0.41503], [-2.76814, 4.02117, 0.51107], [-3.91827, 3.32990, 1.65939], [-2.52360, 0.42158, 2.99351], [-3.32995, 1.76259, 3.79284], [-1.75902, 1.24487, 4.37331], [-0.75468, 4.97638, 2.66492], [-0.21343, 3.88428, 3.94495], [-1.87151, 4.49604, 3.94878], [2.88617, 0.87489, 3.50520], [2.24307, 2.31624, 4.31281], [3.93793, 2.23678, 3.85594], [3.61657, 0.94899, 0.43181], [4.85408, 2.02682, 1.07637], [3.87377, 2.53360, -0.30093], [2.07886, 5.06059, 2.59130], [2.80472, 5.05837, 0.98051], [3.81791, 4.83064, 2.40508], [0.67281, 0.84607, 6.38737], [0.92838, -0.48257, 6.25787], [1.49339, -1.13913, 7.10229], [0.46579, -1.13705, 4.98129], [0.21977, -2.50402, 5.00504], [-0.20668, -3.12919, 3.84830], [-0.34788, -2.37801, 2.69686], [-0.07682, -1.06805, 2.66088], [0.31452, -0.45985, 3.78606], [0.90468, 1.26195, 7.27553], [-0.02377, 1.30349, 5.82729], [0.36741, -3.04385, 5.93113], [-0.42493, -4.18709, 3.82526], [-0.68528, -2.82805, 1.77312], [0.53431, 0.59455, 3.69177]],
  "lowdin_spin": [1.4883, 0.0046, 0.0170, -0.0008, 0.0090, 0.0025, 0.0014, 0.0049, 0.0027, 0.0212, 0.1034, 0.0084, 0.0134, 0.2392, 0.0001, 0.0003, 0.0004, 0.0048, 0.0098, 0.0680, 0.0102, 0.0114, 0.4361, 0.1394, 0.0121, -0.0030, 0.0756, 0.0658, 0.0027, 0.0071, 0.0191, 0.0008, 0.0002, 0.0041, 0.0015, 0.0007, 0.0001, 0.0019, 0.0001, 0.0000, 0.0000, -0.0001, 0.0027, -0.0005, -0.0002, 0.0001, 0.0012, 0.0010, 0.0129, 0.0002, 0.0003, 0.0004, 0.0028, 0.0003, 0.0001, 0.0005, 0.0001, 0.0032, 0.0000, 0.0009, 0.0008, 0.0037, -0.0020, 0.0049, 0.0118, 0.1478, 0.0175, 0.0000, 0.0000, -0.0001, 0.0009, 0.0013, 0.0032],
  "charge": 1,
  "homo_lumo_gap_ev": [7.375, 5.702],
  "multiplicity": 4,
  "homo_ev": [-10.4, -10.5],
  "s_squared": 3.76
}

{
  "formula": "C20H17BF4IIrN3O5S2",
  "method": "the ωB97M-V functional and the def2-TZVPD basis",
  "elements": ["Ir", "O", "C", "O", "C", "C", "C", "C", "S", "C", "C", "H", "H", "H", "H", "H", "I", "C", "H", "H", "N", "C", "C", "C", "C", "C", "N", "H", "H", "H", "H", "H", "H", "O", "S", "O", "N", "C", "O", "C", "C", "C", "C", "C", "C", "H", "H", "H", "H", "F", "B", "F", "F", "F"],
  "xyz": [[-2.15449, 0.65435, 0.34041], [6.88549, 0.82660, -1.68333], [6.42230, 0.41173, -0.48417], [7.18153, 0.21821, 0.41919], [4.93478, 0.24812, -0.35277], [4.08568, 0.09825, -1.44647], [2.71836, 0.00818, -1.26675], [2.19979, 0.04906, 0.02285], [0.47702, 0.00272, 0.36346], [3.03976, 0.15130, 1.12633], [4.40660, 0.25063, 0.93078], [6.16469, 1.01784, -2.29312], [4.47485, 0.01946, -2.45511], [2.05136, -0.09679, -2.11095], [2.61294, 0.14056, 2.12173], [5.08592, 0.34302, 1.76708], [-4.52707, 2.26774, -1.58862], [-4.13937, 0.93582, 0.03962], [-4.61314, -0.00336, -0.24041], [-4.60981, 1.38675, 0.90889], [-1.03991, 2.60345, -2.01100], [-1.20292, 3.33679, -0.88178], [-1.13803, 4.73973, -0.91496], [-1.21460, 5.44261, 0.25880], [-1.33290, 4.75470, 1.46970], [-1.41128, 3.38819, 1.43204], [-1.37979, 2.68545, 0.27838], [-1.14016, 3.06112, -2.89868], [-1.26386, 1.62087, -1.97400], [-1.03380, 5.23620, -1.87040], [-1.18534, 6.52442, 0.24424], [-1.36562, 5.27500, 2.41521], [-1.49611, 2.79878, 2.33626], [1.76207, -3.21529, -1.61963], [0.98778, -2.82771, -0.48505], [1.64018, -2.66953, 0.77007], [0.14537, -1.38254, -0.89169], [-1.20191, -1.64137, -1.05499], [-2.03969, -0.76966, -1.29468], [-1.55148, -3.05190, -0.81567], [-2.82360, -3.59446, -0.86414], [-2.99115, -4.90098, -0.43313], [-1.91063, -5.63798, 0.04619], [-0.62812, -5.10477, 0.06440], [-0.47490, -3.81119, -0.38367], [-3.65487, -3.00013, -1.21932], [-3.97446, -5.35060, -0.44994], [-2.07082, -6.64267, 0.41332], [0.21527, -5.67174, 0.43394], [-0.32004, 0.38605, 3.28874], [-1.56363, -0.24469, 3.20557], [-1.99296, -0.76813, 4.38999], [-2.51770, 0.75074, 2.71558], [-1.52757, -1.24894, 2.18166]],
  "lowdin_spin": [0.8575, 0.0000, 0.0000, 0.0000, 0.0001, 0.0000, 0.0001, 0.0005, 0.0000, 0.0001, 0.0000, 0.0000, 0.0000, 0.0000, 0.0000, 0.0000, -0.0011, -0.0147, 0.0007, -0.0007, 0.0011, 0.0039, 0.0018, -0.0016, 0.0025, 0.0068, 0.0360, 0.0000, 0.0010, 0.0005, -0.0001, 0.0003, 0.0023, 0.0000, -0.0001, -0.0001, -0.0004, 0.0041, 0.0510, 0.0022, 0.0002, 0.0001, -0.0001, 0.0001, 0.0002, 0.0000, 0.0000, 0.0000, 0.0000, -0.0002, 0.0018, 0.0012, 0.0369, 0.0060],
  "homo_lumo_gap_ev": [6.686, 6.706],
  "multiplicity": 2,
  "homo_ev": [-8.4, -8.4],
  "s_squared": 0.75
}

Molar mass
In order: 119.19 133.18 406.41 911.33 849.43
Unit: g/mol
Energy relative to the best compared isomer or geometry (same formula, charge and spin)
In order: 41.4 140.7 7.1 0.0 64.5
Unit: kcal per mole
Calculated total energy
In order: -383.9851 -756.0101 -2690.4740 -9464.0842 -2935.6786
Unit: Ha